No. 1
Here is a 9-piece molecular cluster, C37H72FI2NO9S overall from the Open Molecules 2025 dataset. Energies are from wB97M-V/def2-TZVPD.

Positions of all 123 atoms, in Å:
C (-0.45356, -5.18554, -3.79511)
C (1.02047, -4.78495, -3.79748)
C (1.33786, -3.57414, -2.93670)
C (1.46119, -3.94083, -1.47602)
O (2.22710, -3.01805, -0.71479)
C (1.72022, -1.76328, -0.53847)
C (0.72260, -1.49566, 0.39018)
C (0.06903, -2.57738, 1.20344)
C (-1.44319, -2.67433, 0.95173)
C (-1.83311, -2.27206, -0.46246)
I (-3.67636, -3.13845, -1.10585)
C (0.32982, -0.15888, 0.61129)
C (0.89685, 0.91974, -0.06106)
C (0.48401, 2.35562, 0.15909)
C (-0.51190, 2.56467, 1.26401)
F (-0.00461, 2.12006, 2.46926)
C (1.91427, 0.63083, -0.98425)
C (2.34036, -0.69477, -1.22138)
N (3.38805, -0.99218, -2.13790)
I (5.25765, -0.77087, -1.26012)
C (3.28025, -0.28157, -3.36366)
C (3.48388, -0.96845, -4.56301)
C (3.37302, -0.29386, -5.78012)
C (3.04739, 1.07446, -5.80763)
C (2.82364, 1.76359, -4.62130)
C (2.94875, 1.08826, -3.39970)
S (2.69464, 1.93993, -1.87906)
H (-0.55531, -6.25328, -3.94136)
H (-0.92805, -4.94152, -2.85201)
H (-0.99498, -4.71398, -4.59962)
H (1.60336, -5.62896, -3.44529)
H (1.34995, -4.60321, -4.81120)
H (2.26568, -3.12906, -3.26207)
H (0.56705, -2.82287, -3.08752)
H (0.47564, -4.09287, -1.04162)
H (1.98686, -4.88087, -1.39018)
H (0.56847, -3.52025, 1.04386)
H (0.21593, -2.32464, 2.24651)
H (-1.80686, -3.66345, 1.19043)
H (-1.94583, -1.99485, 1.62931)
H (-1.09611, -2.53905, -1.20042)
H (-2.00677, -1.21234, -0.52279)
H (-0.42898, 0.01875, 1.34974)
H (0.05819, 2.74426, -0.75672)
H (1.37739, 2.91799, 0.40263)
H (-0.72820, 3.61768, 1.39387)
H (-1.42532, 2.02110, 1.04804)
H (3.74444, -2.00904, -4.52123)
H (3.53859, -0.81635, -6.70445)
H (2.95343, 1.58682, -6.74526)
H (2.55656, 2.80360, -4.61022)
C (-1.60607, 0.07202, -4.14330)
C (-2.61725, -0.78729, -4.88224)
O (-2.24840, -2.16257, -4.88350)
H (-0.61590, -0.03866, -4.58754)
H (-1.88774, 1.12583, -4.17206)
H (-1.53663, -0.23372, -3.09515)
H (-2.67737, -0.49353, -5.92893)
H (-3.61331, -0.66788, -4.44192)
H (-2.19708, -2.43718, -3.96269)
C (7.09553, -1.76102, 3.01657)
C (7.79358, -2.80482, 2.16643)
O (6.89639, -3.80798, 1.68987)
H (6.60643, -2.23008, 3.86939)
H (7.79994, -1.02322, 3.39298)
H (6.32757, -1.24437, 2.43277)
H (8.54659, -3.33168, 2.75028)
H (8.29867, -2.32977, 1.31757)
H (6.22385, -3.36555, 1.16422)
C (6.47038, 0.56363, 7.13513)
C (7.49699, -0.55148, 7.20895)
O (8.25705, -0.66836, 6.00807)
H (5.79558, 0.40208, 6.29424)
H (5.88101, 0.61612, 8.05131)
H (6.95951, 1.52970, 6.98979)
H (7.00531, -1.51388, 7.33945)
H (8.16644, -0.39866, 8.06207)
H (8.72019, 0.16345, 5.87159)
C (-3.95038, 4.45986, 2.40357)
C (-3.16625, 5.07477, 3.54672)
O (-2.61471, 4.10082, 4.43275)
H (-4.75585, 3.83386, 2.79058)
H (-4.37856, 5.22957, 1.76039)
H (-3.30298, 3.81995, 1.79675)
H (-3.81550, 5.69594, 4.16111)
H (-2.36401, 5.71239, 3.15755)
H (-2.01404, 3.54157, 3.93062)
C (5.21573, -6.50812, 3.36336)
C (6.27740, -7.58591, 3.45802)
O (7.02045, -7.69995, 2.24796)
H (4.54042, -6.71560, 2.53262)
H (4.63070, -6.43815, 4.28252)
H (5.68658, -5.54109, 3.17509)
H (5.83040, -8.56456, 3.62703)
H (6.95408, -7.37768, 4.29475)
H (7.41495, -6.84081, 2.06535)
C (-7.70081, 7.17034, -0.60659)
C (-6.96186, 6.51432, 0.54390)
O (-5.57565, 6.86068, 0.56326)
H (-7.24845, 6.89351, -1.55808)
H (-8.74994, 6.87201, -0.61867)
H (-7.65716, 8.25644, -0.53268)
H (-6.99191, 5.42912, 0.45665)
H (-7.42378, 6.78815, 1.49865)
H (-5.51388, 7.81625, 0.65138)
C (-6.62761, -2.84881, 2.24225)
C (-5.95157, -3.92595, 3.07093)
O (-5.27024, -4.88284, 2.26503)
H (-7.33215, -3.29773, 1.54173)
H (-7.16619, -2.14418, 2.87778)
H (-5.89040, -2.29071, 1.66015)
H (-6.68956, -4.49033, 3.63840)
H (-5.25472, -3.47511, 3.78649)
H (-4.59917, -4.41386, 1.76005)
C (-6.38804, 9.85759, -4.76157)
C (-7.57302, 9.03362, -4.29323)
O (-7.99407, 9.38539, -2.97708)
H (-5.55096, 9.74212, -4.07283)
H (-6.06614, 9.55132, -5.75759)
H (-6.64614, 10.91845, -4.79909)
H (-7.30741, 7.97883, -4.24410)
H (-8.40960, 9.13622, -4.99230)
H (-8.25270, 10.31162, -2.98830)

Output
SMILES string: CCCCOc1c(CCCI)cc(CCF)c2c1N(I)c1ccccc1S2.CCO.CCO.CCO.CCO.CCO.CCO.CCO.CCO
E (hartree): -3278.26237
Kohn-Sham gap (eV): 7.631
Net charge: 0

---

No. 2
Here is C37H73Li2O12 as an isolated structure in a non-equilibrium geometry from the Open Molecules 2025 dataset. Energies are from wB97M-V/def2-TZVPD.

Positions of all 124 atoms, in Å:
Li (5.28176, 2.91480, 2.60034)
Li (2.44461, 5.31763, -1.06737)
O (0.90832, -0.52348, -0.21152)
C (1.18095, 0.71781, 0.14375)
O (1.90573, 0.92549, 1.12882)
O (0.75068, 1.64997, -0.52687)
H (1.51364, -0.84604, 0.46016)
C (6.69932, 0.76402, -5.30001)
C (8.22026, 1.02426, -5.44944)
C (8.88640, -0.09653, -4.72892)
O (7.85172, -0.77522, -4.07477)
C (6.67856, 0.01433, -3.99876)
H (6.34127, 0.08352, -6.07254)
H (6.12422, 1.68959, -5.32635)
H (8.60838, 1.97415, -5.08175)
H (8.52612, 1.06202, -6.49496)
H (9.65441, 0.30436, -4.06744)
H (9.37987, -0.74442, -5.45337)
H (6.68755, 0.59831, -3.07844)
H (5.85748, -0.69943, -3.93196)
C (-0.84459, -0.64715, -6.34662)
C (-1.84787, -1.15768, -7.40948)
C (-2.43297, 0.08077, -8.04552)
O (-1.38529, 1.08282, -7.82885)
C (-0.84141, 0.86318, -6.54934)
H (0.11421, -1.10448, -6.59090)
H (-1.21406, -1.01117, -5.38793)
H (-2.65746, -1.71809, -6.94192)
H (-1.33079, -1.69030, -8.20764)
H (-3.30643, 0.44313, -7.50344)
H (-2.73256, 0.01404, -9.09141)
H (-1.46488, 1.39552, -5.83101)
H (0.16236, 1.28329, -6.48589)
C (-5.69144, 6.35390, -4.98307)
C (-6.68144, 7.48187, -5.01375)
C (-7.00052, 7.78569, -3.56222)
O (-6.24815, 6.76845, -2.87941)
C (-5.90794, 5.66066, -3.69532)
H (-4.70509, 6.81417, -5.04124)
H (-5.81483, 5.70768, -5.85214)
H (-7.55826, 7.25263, -5.61936)
H (-6.26405, 8.36125, -5.50423)
H (-8.07498, 7.70502, -3.39753)
H (-6.67649, 8.76908, -3.22157)
H (-6.73967, 4.95648, -3.67379)
H (-5.02004, 5.10401, -3.39552)
C (-5.13111, 5.19675, 4.37383)
C (-5.09495, 6.66456, 4.57727)
C (-3.67722, 6.80130, 5.06884)
O (-2.92756, 5.87293, 4.24461)
C (-3.77812, 4.90379, 3.64537)
H (-6.02349, 4.85329, 3.85057)
H (-5.16751, 4.59809, 5.28398)
H (-5.87519, 6.92787, 5.29139)
H (-5.34391, 7.22814, 3.67811)
H (-3.68480, 6.51339, 6.12010)
H (-3.38013, 7.85000, 5.06047)
H (-3.45867, 3.86704, 3.75117)
H (-3.84426, 5.11472, 2.57801)
C (9.55329, -1.70565, 4.86533)
C (8.18979, -2.27465, 5.32610)
C (7.31965, -1.02559, 5.31797)
O (7.91291, -0.12461, 4.36125)
C (9.11935, -0.68456, 3.77663)
H (10.25207, -2.47201, 4.52992)
H (9.94121, -1.18749, 5.74232)
H (8.24646, -2.78217, 6.28908)
H (7.80560, -2.96370, 4.57398)
H (7.44142, -0.50673, 6.26880)
H (6.27683, -1.27391, 5.12064)
H (9.88688, 0.03179, 3.48369)
H (8.81608, -1.20978, 2.87094)
C (1.41009, 2.37828, 9.99039)
C (0.79764, 3.50291, 10.77536)
C (0.85089, 4.68554, 9.77944)
O (0.84527, 4.10310, 8.50086)
C (0.75537, 2.70440, 8.61910)
H (1.31490, 1.37392, 10.40307)
H (2.49650, 2.46591, 10.00125)
H (1.45681, 3.77131, 11.60092)
H (-0.21139, 3.31654, 11.14311)
H (1.75190, 5.28921, 9.88838)
H (-0.05557, 5.26656, 9.94934)
H (1.26959, 2.22103, 7.78842)
H (-0.29997, 2.43564, 8.57283)
C (4.74352, -6.82794, 0.92945)
C (3.41833, -7.05384, 1.55623)
C (3.07875, -5.70130, 2.23420)
O (3.95071, -4.78817, 1.51569)
C (4.53808, -5.41564, 0.33753)
H (4.82029, -7.54976, 0.11632)
H (5.53667, -6.83906, 1.67705)
H (3.51972, -7.84776, 2.29617)
H (2.65293, -7.34629, 0.83740)
H (3.34276, -5.66637, 3.29118)
H (2.03524, -5.41849, 2.09571)
H (5.43261, -4.84239, 0.09398)
H (3.89982, -5.37240, -0.54500)
C (-8.22324, -0.97628, -0.94420)
C (-6.93480, -0.87112, -0.08652)
C (-5.77315, -1.19674, -1.00951)
O (-6.38006, -1.57621, -2.20139)
C (-7.73489, -1.97690, -1.92896)
H (-8.44861, -0.07854, -1.51984)
H (-9.09516, -1.31739, -0.38606)
H (-6.99523, -1.51521, 0.79074)
H (-6.85204, 0.13983, 0.31252)
H (-5.26153, -2.05895, -0.58178)
H (-5.00065, -0.42957, -1.06246)
H (-7.76769, -3.02097, -1.61762)
H (-8.26004, -1.92555, -2.88273)
C (-3.05726, -8.16714, -2.23797)
C (-2.60699, -7.10365, -3.20560)
C (-1.77468, -7.91750, -4.24821)
O (-2.48999, -9.16644, -4.25430)
C (-3.44507, -9.31449, -3.16049)
H (-3.87403, -8.00539, -1.53452)
H (-2.21935, -8.45393, -1.60253)
H (-2.04153, -6.36298, -2.64014)
H (-3.50144, -6.65101, -3.63361)
H (-0.74469, -8.10188, -3.94293)
H (-1.84933, -7.43086, -5.22069)
H (-3.25467, -10.23055, -2.60130)
H (-4.47660, -9.25822, -3.50818)

Output
E (hartree): -2370.97499
Kohn-Sham gap (eV): 3.469
Net charge: +1